Computed, not measured: a structure of composition C2H3N5O in a non-equilibrium geometry, with ωB97M-V/def2-TZVPD.

XYZ file:
```
11
Properties=species:S:1:pos:R:3:forces:R:3
C -0.325 -1.918 -1.086 6.604 8.026 -0.011
C 0.045 -0.121 0.456 -2.249 -2.507 0.833
H 0.870 -0.244 -1.340 -0.329 -3.093 -3.068
H -0.907 -2.726 -0.987 -1.898 -3.360 -1.397
H -1.186 -1.821 0.986 3.320 2.217 -2.079
N 0.490 -1.204 -1.913 -3.508 -3.839 2.566
N -0.353 -1.363 0.314 -3.103 -4.813 0.183
N -0.435 0.563 1.522 -0.039 0.552 0.569
N -0.231 1.751 1.189 -1.398 1.194 3.465
N 0.549 0.578 -0.486 0.517 3.373 2.292
O 0.346 1.844 0.093 2.083 2.250 -3.354
```
Positions in Å, forces in eV/Å.

relative energy (zero: lowest compared OMol25 entry of this formula, charge and spin)	6.675	eV
energy	-11614.1546	eV
highest occupied orbital energy	-9.449	eV
multiplicity	1